No. 1
Density functional theory data (ωB97M-V with the def2-TZVPD basis set) for C27H57AsF6NO7 as an isolated structure at a distorted geometry.

Atoms and positions in Å:
As 0.085 0.920 -0.702
F 0.574 0.053 -2.232
F 1.728 0.693 -0.075
F -0.389 1.727 0.848
F -1.635 1.221 -1.223
F -0.453 -0.640 0.026
F 0.489 2.459 -1.447
C -2.573 -1.544 2.901
C -1.518 -2.542 2.539
N -1.219 -3.412 3.733
C -2.305 -4.359 4.004
C -2.208 -5.093 5.344
C 0.055 -4.060 3.629
C 1.345 -3.158 3.440
H -2.268 -0.765 3.600
H -3.448 -2.037 3.325
H -2.970 -1.180 1.953
H -1.883 -3.256 1.800
H -0.666 -2.027 2.095
H -3.312 -3.943 3.982
H -2.299 -5.133 3.236
H -1.343 -5.755 5.401
H -2.204 -4.449 6.223
H -3.014 -5.824 5.412
H 0.090 -4.835 2.863
H 0.289 -4.384 4.643
H 1.201 -2.338 4.144
H 1.301 -2.740 2.434
H 2.266 -3.716 3.608
C 5.198 -1.228 2.968
C 4.902 0.248 3.052
O 5.264 0.914 3.994
C 4.116 0.836 1.933
H 5.781 -1.621 3.801
H 5.777 -1.398 2.061
H 4.320 -1.872 2.910
H 3.077 0.962 2.237
H 4.087 0.131 1.102
H 4.546 1.769 1.568
C 3.887 1.212 -2.510
C 4.745 2.014 -1.452
O 5.684 1.491 -0.864
C 4.381 3.441 -1.103
H 3.865 1.908 -3.349
H 2.855 1.029 -2.211
H 4.391 0.272 -2.733
H 4.466 4.035 -2.013
H 5.056 3.806 -0.329
H 3.364 3.416 -0.710
C -0.828 1.536 -4.996
C 0.003 2.745 -5.380
O -0.381 3.446 -6.303
C 1.335 2.981 -4.730
H -0.149 0.698 -4.839
H -1.587 1.301 -5.743
H -1.270 1.695 -4.012
H 1.901 2.053 -4.807
H 1.360 3.309 -3.691
H 1.834 3.742 -5.331
C 1.132 -3.638 -0.540
C 2.614 -3.300 -0.747
O 3.292 -4.068 -1.422
C 3.187 -2.111 -0.083
H 0.526 -2.739 -0.652
H 1.030 -4.106 0.439
H 0.768 -4.310 -1.318
H 3.067 -1.279 -0.777
H 4.269 -2.243 -0.110
H 2.783 -1.947 0.915
C -1.719 4.367 -2.292
C -2.661 5.128 -3.274
O -2.933 6.349 -3.152
C -3.311 4.368 -4.451
H -1.332 3.475 -2.783
H -2.245 3.908 -1.455
H -0.882 4.944 -1.898
H -3.722 3.424 -4.092
H -2.675 4.259 -5.329
H -4.227 4.865 -4.770
C -3.570 -1.605 -0.710
C -3.613 -2.320 -2.079
O -4.071 -3.413 -2.257
C -2.996 -1.584 -3.265
H -4.219 -2.126 -0.006
H -3.875 -0.559 -0.715
H -2.550 -1.706 -0.339
H -3.429 -0.585 -3.300
H -3.095 -2.081 -4.230
H -1.933 -1.410 -3.097
C -3.604 1.635 2.103
C -2.859 2.643 3.003
O -2.671 2.432 4.208
C -2.301 3.887 2.319
H -4.504 2.085 1.685
H -3.861 0.744 2.676
H -2.961 1.330 1.277
H -2.130 3.736 1.253
H -1.327 4.189 2.703
H -3.085 4.611 2.541

Its spin multiplicity is 2. Its HOMO-LUMO gap (spin up / spin down) is 0.30843 / 0.13123 hartree. The HOMO energy (spin up / spin down) is -9.075 / -9.075 eV. The value obtained for the total energy is -121888.8572 eV.

---

No. 2
Density functional theory data (ωB97M-V with the def2-TZVPD basis set) for a 9-piece molecular cluster, C27H57INO14S6 overall at a distorted geometry.

Atoms and positions in Å:
C -44.664 -25.196 -22.765
C -45.107 -25.131 -21.378
O -44.397 -24.577 -20.601
N -46.460 -25.843 -20.947
H -46.417 -26.850 -21.444
H -46.381 -25.869 -19.889
C -47.587 -25.033 -21.516
H -44.666 -24.096 -23.320
H -45.384 -25.412 -23.459
H -43.698 -25.599 -22.931
H -48.482 -25.616 -21.348
H -47.715 -24.771 -22.538
H -47.776 -24.367 -20.845
I -48.164 -26.002 -17.779
O -46.351 -27.805 -22.598
H -46.666 -28.346 -23.163
C -45.902 -21.030 -18.508
C -46.209 -20.415 -17.146
C -47.493 -20.032 -17.145
S -48.406 -20.809 -18.462
O -48.645 -19.873 -19.508
O -49.557 -21.495 -17.961
C -47.128 -21.896 -18.875
H -45.088 -21.567 -18.430
H -45.840 -20.186 -19.346
H -45.478 -19.657 -16.731
H -45.888 -21.351 -16.589
H -47.784 -18.827 -17.237
H -47.965 -20.319 -16.208
H -47.129 -22.206 -19.956
H -47.279 -22.859 -18.298
C -43.104 -29.201 -25.427
C -43.280 -29.435 -24.045
C -41.983 -29.107 -23.561
S -41.358 -27.796 -24.353
O -39.986 -28.033 -24.730
O -41.749 -26.628 -23.716
C -42.479 -27.883 -25.779
H -44.067 -29.065 -25.770
H -42.496 -30.029 -25.796
H -43.648 -30.392 -23.901
H -44.028 -28.838 -23.522
H -41.393 -29.978 -23.740
H -41.993 -28.977 -22.401
H -42.068 -27.554 -26.646
H -43.050 -26.966 -25.536
C -44.547 -28.416 -17.726
C -44.019 -27.354 -18.742
C -43.958 -27.852 -20.025
S -43.248 -29.500 -19.722
O -41.914 -29.461 -20.174
O -44.136 -30.441 -20.368
C -43.572 -29.440 -18.060
H -45.583 -28.627 -17.980
H -44.479 -27.976 -16.734
H -43.291 -26.688 -18.231
H -44.830 -26.598 -18.729
H -43.332 -27.293 -20.701
H -44.573 -28.169 -20.627
H -42.637 -29.196 -17.402
H -43.871 -30.662 -17.617
C -41.120 -23.378 -20.080
C -40.715 -24.209 -18.837
C -41.369 -23.901 -17.680
S -41.660 -22.183 -17.728
O -40.633 -21.626 -16.901
O -43.080 -21.846 -17.239
C -41.411 -21.995 -19.416
H -41.973 -23.906 -20.479
H -40.282 -23.409 -20.796
H -39.678 -23.970 -18.760
H -40.671 -25.257 -19.025
H -41.017 -24.262 -16.799
H -42.222 -24.336 -17.780
H -40.851 -21.182 -19.403
H -42.074 -21.379 -19.838
C -51.823 -24.466 -20.247
C -50.739 -23.334 -20.618
C -50.642 -23.473 -22.071
S -52.389 -23.577 -22.623
O -52.353 -24.345 -23.874
O -52.760 -22.227 -22.690
C -53.011 -24.461 -21.228
H -52.145 -24.487 -19.263
H -51.236 -25.362 -20.064
H -49.960 -23.526 -20.251
H -51.026 -22.387 -20.509
H -50.168 -24.473 -22.582
H -50.220 -22.668 -22.519
H -53.210 -25.382 -21.499
H -54.033 -24.204 -21.225
C -48.626 -23.817 -25.660
C -47.350 -24.153 -26.324
C -47.510 -24.115 -27.648
S -48.287 -22.568 -28.002
O -49.095 -22.525 -29.162
O -47.370 -21.484 -27.716
C -49.239 -22.661 -26.550
H -48.330 -23.438 -24.625
H -49.347 -24.598 -25.641
H -46.761 -25.082 -25.983
H -46.466 -23.587 -25.968
H -48.025 -24.997 -28.233
H -46.664 -24.075 -28.055
H -50.267 -22.726 -26.768
H -49.277 -21.784 -25.982

Its HOMO-LUMO gap is 0.26138 hartree. The HOMO energy is -5.354 eV. The value obtained for the total energy is -132173.1829 eV. The relative energy (zero: lowest compared OMol25 entry of this formula, charge and spin) comes out at 154.1 kcal per mole. As for the net charge: -1.

---

No. 3
Density functional theory data (ωB97M-V with the def2-TZVPD basis set) for C27H57O22P as an isolated structure at a distorted geometry.

Atoms and positions in Å:
C -6.157 -0.625 3.163
C -5.033 -0.437 2.241
O -3.887 0.185 2.954
C -2.695 0.014 2.559
O -2.399 -0.410 1.454
O -1.836 0.405 3.476
C -0.441 0.484 3.239
H -5.802 -1.076 4.089
H -6.934 -1.242 2.712
H -6.518 0.342 3.515
H -5.136 -0.086 1.214
H -4.614 -1.420 2.027
H -0.090 1.355 2.686
H -0.210 -0.460 2.744
H 0.155 0.590 4.145
C -0.788 3.277 1.281
C 0.562 2.766 0.806
O 1.449 3.820 0.426
C 1.643 4.120 -0.940
O 1.254 3.436 -1.871
O 2.332 5.134 -0.982
C 2.613 5.771 -2.267
H -1.140 3.966 0.513
H -0.660 3.810 2.224
H -1.549 2.518 1.458
H 0.412 2.018 0.028
H 1.033 2.275 1.658
H 2.320 5.207 -3.153
H 3.587 6.257 -2.325
H 1.972 6.642 -2.404
C 2.842 -2.618 -3.156
C 1.555 -2.491 -4.043
O 1.992 -2.027 -5.309
C 1.269 -2.268 -6.345
O 0.096 -2.698 -6.398
O 1.917 -1.621 -7.314
C 1.374 -1.530 -8.603
H 3.391 -1.689 -3.003
H 3.613 -3.239 -3.613
H 2.620 -3.071 -2.190
H 0.739 -1.860 -3.688
H 1.115 -3.488 -4.042
H 1.058 -2.452 -9.090
H 2.065 -1.129 -9.345
H 0.421 -1.042 -8.398
C 1.661 -2.493 2.524
C 0.444 -3.406 2.407
O -0.798 -2.824 2.688
C -1.284 -2.641 3.993
O -0.552 -2.714 4.964
O -2.618 -2.275 3.888
C -3.250 -1.641 4.951
H 2.094 -2.414 3.522
H 1.233 -1.507 2.342
H 2.516 -2.731 1.891
H 0.573 -4.392 2.854
H 0.304 -3.593 1.343
H -4.060 -2.240 5.367
H -3.732 -0.680 4.771
H -2.620 -1.528 5.833
C 2.891 -0.564 1.582
C 3.660 0.701 1.055
O 4.697 0.963 2.005
C 5.774 0.363 2.076
O 6.100 -0.697 1.475
O 6.600 1.098 2.834
C 7.927 0.704 3.082
H 2.058 -0.767 0.909
H 2.514 -0.463 2.600
H 3.220 -1.601 1.515
H 3.160 1.664 1.162
H 4.064 0.498 0.063
H 7.861 -0.002 3.911
H 8.531 1.535 3.447
H 8.430 0.308 2.200
C -2.675 0.114 -0.993
C -4.107 -0.609 -0.906
O -5.142 0.131 -1.500
C -5.660 1.170 -0.914
O -5.388 1.643 0.218
O -6.486 1.786 -1.819
C -6.994 3.049 -1.552
H -2.668 1.056 -0.445
H -2.461 0.335 -2.039
H -1.816 -0.517 -0.764
H -4.169 -0.866 0.151
H -3.918 -1.593 -1.337
H -7.634 3.554 -2.276
H -6.110 3.686 -1.515
H -7.555 2.980 -0.620
C -0.699 -1.189 0.931
O -0.133 -2.045 -0.092
P 0.705 -1.364 -1.286
O 0.828 -2.237 -2.504
O 2.117 -0.958 -0.708
C 3.191 -0.612 -1.506
O -0.041 0.006 -1.560
C 0.424 0.939 -2.458
H -0.170 -0.273 1.194
H -0.820 -1.834 1.801
H -1.640 -0.841 0.506
H 4.106 -1.193 -1.389
H 3.396 0.425 -1.242
H 3.040 -0.469 -2.576
H -0.440 1.429 -2.905
H 0.944 0.577 -3.346
H 1.070 1.646 -1.937

Its HOMO-LUMO gap is 0.28089 hartree. The HOMO energy is -7.235 eV. The value obtained for the total energy is -83239.9121 eV. The relative energy (zero: lowest compared OMol25 entry of this formula, charge and spin) comes out at 468.3 kcal per mole.

---

No. 4
Density functional theory data (ωB97M-V with the def2-TZVPD basis set) for a 8-piece molecular cluster, C27H58FN3O23P overall at a distorted geometry.

Atoms and positions in Å:
C 0.766 -2.155 4.613
C 1.900 -2.132 3.905
P 2.132 -1.870 2.025
N 2.673 -3.559 1.863
C 3.948 -1.126 2.277
N 5.108 -2.034 2.041
C 1.505 -0.002 2.108
O 2.180 0.792 3.137
N 1.691 2.086 3.132
O 2.343 2.814 2.469
C 0.277 -2.381 1.637
C -0.057 -2.362 0.153
F -0.051 -3.688 2.114
H -0.156 -1.675 4.297
H 0.712 -2.688 5.562
H 2.816 -2.329 4.467
H 2.348 -1.662 0.587
H 2.473 -4.128 2.674
H 2.314 -3.998 1.026
H 3.993 -0.315 1.546
H 4.054 -0.755 3.295
H 5.733 -1.975 2.837
H 5.658 -1.688 1.263
H 1.693 0.481 1.143
H 0.429 0.079 2.302
H -0.447 -1.737 2.142
H -0.786 -3.158 -0.028
H 0.802 -2.553 -0.490
H -0.557 -1.429 -0.110
C 1.323 5.626 3.471
O 0.799 6.880 2.995
C -0.445 6.822 2.540
O -1.148 5.845 2.498
O -0.795 8.046 2.126
C -2.125 8.127 1.612
H 2.336 5.830 3.805
H 0.730 5.259 4.306
H 1.348 4.889 2.679
H -2.855 7.857 2.374
H -2.243 7.482 0.742
H -2.285 9.159 1.312
C 2.248 -5.430 6.664
O 3.238 -5.644 7.679
C 3.837 -4.535 8.106
O 3.615 -3.414 7.736
O 4.740 -4.883 9.035
C 5.461 -3.777 9.576
H 1.847 -6.410 6.422
H 1.447 -4.793 7.032
H 2.690 -4.991 5.772
H 4.785 -3.078 10.066
H 6.020 -3.263 8.796
H 6.150 -4.192 10.306
C 0.818 -1.405 -5.320
O 0.624 -2.778 -5.680
C 0.923 -3.639 -4.700
O 1.314 -3.351 -3.603
O 0.697 -4.877 -5.145
C 1.008 -5.884 -4.173
H 0.545 -0.819 -6.193
H 0.179 -1.135 -4.482
H 1.860 -1.218 -5.068
H 0.408 -5.752 -3.276
H 2.066 -5.856 -3.922
H 0.765 -6.840 -4.629
C -0.227 6.126 -1.453
O -1.331 5.880 -2.331
C -1.588 6.867 -3.182
O -0.993 7.911 -3.265
O -2.631 6.506 -3.936
C -3.019 7.482 -4.902
H -0.129 5.251 -0.817
H 0.693 6.259 -2.018
H -0.417 7.000 -0.832
H -2.207 7.677 -5.601
H -3.318 8.409 -4.415
H -3.866 7.059 -5.435
C -3.583 -7.820 -4.119
O -4.004 -7.775 -2.755
C -3.006 -7.596 -1.884
O -1.842 -7.481 -2.165
O -3.520 -7.561 -0.658
C -2.551 -7.348 0.379
H -4.483 -7.967 -4.709
H -3.106 -6.884 -4.405
H -2.898 -8.650 -4.283
H -2.048 -6.393 0.247
H -1.821 -8.155 0.390
H -3.105 -7.342 1.312
C -4.767 5.313 3.923
O -5.189 6.654 3.638
C -6.368 6.987 4.150
O -7.086 6.281 4.810
O -6.628 8.253 3.806
C -7.876 8.746 4.294
H -3.797 5.190 3.448
H -4.666 5.164 4.996
H -5.471 4.594 3.509
H -7.897 8.727 5.383
H -8.703 8.159 3.898
H -7.954 9.771 3.945
C 2.693 0.264 -12.057
O 2.149 -1.005 -11.690
C 1.995 -1.171 -10.373
O 2.272 -0.360 -9.528
O 1.485 -2.381 -10.163
C 1.271 -2.697 -8.781
H 2.762 0.261 -13.141
H 2.039 1.071 -11.734
H 3.684 0.396 -11.627
H 0.568 -2.001 -8.331
H 2.211 -2.684 -8.234
H 0.852 -3.698 -8.753

Its HOMO-LUMO gap is 0.20474 hartree. The HOMO energy is -3.617 eV. The value obtained for the total energy is -92503.1542 eV. As for the net charge: -1.